Density functional theory data (the ωB97M-V functional and the def2-TZVPD basis) for a cluster of 14 separate species, C43H117N3O16 in total at a distorted geometry.

Calculated values
Total energy   -83714.739 eV
Kohn-Sham gap   9.201 eV
E_HOMO   -0.325 Ha

Bonds (Å) are listed after each position.
Element x y z (Å)
1 C 0.015 5.005 1.011  C2 1.541, O4 1.400, H5 1.117, H6 1.081
2 C 0.888 5.980 0.198  C1 1.541, O3 1.462, H7 1.125, H8 1.100
3 O 2.168 5.329 -0.078  C2 1.462, H9 0.984
4 O 0.660 4.761 2.230  C1 1.400, H10 0.960
5 H -0.143 4.047 0.459  C1 1.117
6 H -0.947 5.471 1.177  C1 1.081
7 H 1.254 6.809 0.864  C2 1.125
8 H 0.466 6.434 -0.711  C2 1.100
9 H 1.896 4.563 -0.633  O3 0.984
10 H 1.604 4.642 2.103  O4 0.960
11 C -4.528 -1.606 4.635  C12 1.553, O14 1.410, H15 1.083, H16 1.084
12 C -5.534 -1.184 3.530  C11 1.553, O13 1.443, H17 1.137, H18 1.056
13 O -4.914 -1.444 2.254  C12 1.443, H19 0.961
14 O -4.430 -3.013 4.617  C11 1.410, H20 0.969
15 H -4.886 -1.326 5.619  C11 1.083
16 H -3.540 -1.168 4.552  C11 1.084
17 H -5.642 -0.062 3.674  C12 1.137
18 H -6.462 -1.669 3.669  C12 1.056
19 H -4.720 -2.384 2.317  O13 0.961
20 H -3.572 -3.290 4.261  O14 0.969
21 C 5.110 -1.212 -0.644  C22 1.520, H25 1.093, H26 1.064, H27 1.121
22 C 5.437 -0.390 0.592  C21 1.520, C23 1.594, O24 1.459, H28 1.155
23 C 6.980 -0.245 0.964  C22 1.594, H29 1.109, H30 1.065, H31 1.105
24 O 4.915 0.962 0.423  C22 1.459, H32 0.947
25 H 5.135 -0.621 -1.563  C21 1.093
26 H 4.066 -1.407 -0.572  C21 1.064
27 H 5.711 -2.142 -0.821  C21 1.121
28 H 4.911 -0.825 1.523  C22 1.155
29 H 7.422 -1.245 1.146  C23 1.109
30 H 7.011 0.434 1.784  C23 1.065
31 H 7.502 0.162 0.078  C23 1.105
32 H 5.170 1.496 1.162  O24 0.947
33 C -4.656 2.119 -0.008  C34 1.541, H37 1.043, H38 1.066, H39 1.120
34 C -3.512 1.582 -0.892  C33 1.541, C35 1.515, O36 1.519, H40 1.078
35 C -3.589 2.167 -2.287  C34 1.515, H41 1.070, H42 1.067, H43 1.088
36 O -2.327 1.998 -0.037  C34 1.519, H44 0.965
37 H -4.715 3.157 0.063  C33 1.043
38 H -4.528 1.705 0.966  C33 1.066
39 H -5.608 1.747 -0.464  C33 1.120
40 H -3.519 0.505 -0.930  C34 1.078
41 H -4.238 1.559 -2.882  C35 1.070
42 H -2.613 2.204 -2.716  C35 1.067
43 H -3.923 3.202 -2.258  C35 1.088
44 H -1.559 1.603 -0.466  O36 0.965
45 C 1.113 5.799 -3.776  C46 1.565, H49 1.092, H50 1.095, H51 1.078
46 C 0.155 4.620 -3.402  C45 1.565, C47 1.503, O48 1.445, H52 1.093
47 C -0.440 3.919 -4.591  C46 1.503, H53 1.112, H54 1.080, H55 1.082
48 O 0.852 3.686 -2.548  C46 1.445, H56 0.972
49 H 1.693 6.091 -2.897  C45 1.092
50 H 0.530 6.639 -4.168  C45 1.095
51 H 1.831 5.646 -4.566  C45 1.078
52 H -0.642 4.984 -2.750  C46 1.093
53 H -1.024 3.025 -4.278  C47 1.112
54 H 0.361 3.469 -5.158  C47 1.080
55 H -0.996 4.592 -5.230  C47 1.082
56 H 1.332 3.077 -3.134  O48 0.972
57 C 3.353 -0.330 -4.753  C58 1.486, H61 1.075, H62 1.109, H63 1.076
58 C 2.029 0.300 -4.514  C57 1.486, C59 1.523, O60 1.421, H64 1.072
59 C 1.258 -0.455 -3.439  C58 1.523, H65 1.072, H66 1.089, H67 1.087
60 O 2.249 1.664 -4.185  C58 1.421, H68 0.968
61 H 3.984 -0.252 -3.886  C57 1.075
62 H 3.845 0.200 -5.594  C57 1.109
63 H 3.276 -1.382 -4.969  C57 1.076
64 H 1.592 0.217 -5.489  C58 1.072
65 H 1.031 -1.467 -3.710  C59 1.072
66 H 0.388 0.100 -3.093  C59 1.089
67 H 1.930 -0.463 -2.584  C59 1.087
68 H 2.848 1.621 -3.424  O60 0.968
69 C 5.314 2.563 -4.287  C70 1.512, H73 1.083, H74 1.049, H75 1.092
70 C 5.450 2.132 -2.844  C69 1.512, C71 1.559, O72 1.468, H76 1.103
71 C 6.421 2.979 -1.966  C70 1.559, H77 1.125, H78 1.093, H79 1.080
72 O 4.082 2.119 -2.313  C70 1.468, H80 0.973
73 H 6.250 2.390 -4.802  C69 1.083
74 H 4.915 3.533 -4.257  C69 1.049
75 H 4.572 1.910 -4.751  C69 1.092
76 H 5.792 1.084 -2.811  C70 1.103
77 H 6.497 2.479 -0.962  C71 1.125
78 H 5.905 3.931 -1.813  C71 1.093
79 H 7.354 3.079 -2.503  C71 1.080
80 H 4.110 1.756 -1.410  O72 0.973
81 C -3.732 -5.083 2.237  C82 1.532, H85 1.072, H86 1.112, H87 1.086
82 C -2.461 -5.171 3.088  C81 1.532, C83 1.517, O84 1.401, H88 1.087
83 C -1.262 -5.745 2.358  C82 1.517, H89 1.093, H90 1.070, H91 1.147
84 O -2.217 -3.855 3.502  C82 1.401, H92 0.975
85 H -4.101 -6.028 1.892  C81 1.072
86 H -3.444 -4.495 1.338  C81 1.112
87 H -4.543 -4.577 2.753  C81 1.086
88 H -2.720 -5.814 3.926  C82 1.087
89 H -0.435 -5.810 3.070  C83 1.093
90 H -0.985 -5.109 1.543  C83 1.070
91 H -1.390 -6.840 2.039  C83 1.147
92 H -1.317 -3.831 3.877  O84 0.975
93 C -1.782 1.537 5.059  C94 1.535, H97 1.159, H98 1.130, H99 1.120
94 C -0.464 0.759 5.163  C93 1.535, C95 1.531, O96 1.465, H100 1.076
95 C -0.734 -0.674 5.630  C94 1.531, H101 1.109, H102 1.115, H103 1.083
96 O 0.170 0.669 3.845  C94 1.465, H104 0.958
97 H -1.648 2.440 4.346  C93 1.159
98 H -2.065 1.893 6.094  C93 1.130
99 H -2.553 0.878 4.585  C93 1.120
100 H 0.231 1.331 5.752  C94 1.076
101 H -1.426 -1.151 4.906  C95 1.109
102 H -1.209 -0.797 6.631  C95 1.115
103 H 0.184 -1.249 5.623  C95 1.083
104 H -0.503 0.216 3.334  O96 0.958
105 C -7.711 -1.028 -2.725  C106 1.510, H109 1.075, H110 1.116, H111 1.129
106 C -6.381 -1.430 -2.134  C105 1.510, C107 1.554, O108 1.411, H112 1.089
107 C -6.242 -2.975 -2.044  C106 1.554, H113 1.102, H114 1.097, H115 1.109
108 O -5.285 -0.938 -2.875  C106 1.411, H116 0.955
109 H -8.505 -1.637 -2.331  C105 1.075
110 H -7.843 -1.135 -3.828  C105 1.116
111 H -8.010 0.036 -2.493  C105 1.129
112 H -6.248 -1.005 -1.140  C106 1.089
113 H -5.227 -3.070 -1.623  C107 1.102
114 H -6.332 -3.559 -2.968  C107 1.097
115 H -6.872 -3.427 -1.252  C107 1.109
116 H -4.972 -1.562 -3.527  O108 0.955
117 C 4.473 1.425 5.687  C118 1.585, H121 1.099, H122 1.074, H123 1.142
118 C 4.018 1.673 4.189  C117 1.585, C119 1.483, O120 1.432, H124 1.122
119 C 3.000 2.743 4.064  C118 1.483, H125 1.083, H126 1.085, H127 1.083
120 O 5.102 1.917 3.284  C118 1.432, H128 0.970
121 H 4.777 2.351 6.196  C117 1.099
122 H 5.205 0.640 5.738  C117 1.074
123 H 3.474 1.156 6.171  C117 1.142
124 H 3.633 0.660 3.898  C118 1.122
125 H 2.301 2.609 4.880  C119 1.083
126 H 2.369 2.774 3.182  C119 1.085
127 H 3.438 3.732 4.111  C119 1.083
128 H 5.456 2.772 3.575  O120 0.970
129 C -1.811 -2.087 -0.141  C130 1.569, H135 1.030, H136 1.116, H137 1.100
130 C -0.986 -1.716 1.140  C129 1.569, C131 1.514, N134 1.419, H138 1.125
131 C 0.269 -1.014 0.665  C130 1.514, O132 1.371, H139 1.085, H140 1.102
132 O -0.001 0.167 0.022  C131 1.371, C133 1.453
133 C 1.228 0.928 -0.127  O132 1.453, H141 1.094, H142 1.100, H143 1.101
134 N -1.747 -0.805 1.918  C130 1.419, H144 1.028, H145 1.022
135 H -2.739 -2.430 0.145  C129 1.030
136 H -1.293 -2.881 -0.729  C129 1.116
137 H -1.981 -1.248 -0.831  C129 1.100
138 H -0.789 -2.669 1.704  C130 1.125
139 H 0.896 -1.661 0.059  C131 1.085
140 H 0.955 -0.829 1.507  C131 1.102
141 H 0.887 1.831 -0.642  C133 1.094
142 H 2.014 0.327 -0.608  C133 1.100
143 H 1.499 1.276 0.882  C133 1.101
144 H -1.882 0.048 1.361  N134 1.028
145 H -2.713 -1.131 1.989  N134 1.022
146 C 3.362 -3.300 5.580  C147 1.558, H152 1.086, H153 1.103, H154 1.069
147 C 3.326 -2.829 4.096  C146 1.558, C148 1.537, N151 1.417, H155 1.073
148 C 2.512 -3.761 3.184  C147 1.537, O149 1.488, H156 1.162, H157 1.116
149 O 2.379 -3.222 1.804  C148 1.488, C150 1.451
150 C 2.020 -4.264 0.861  O149 1.451, H158 1.096, H159 1.058, H160 1.061
151 N 3.015 -1.454 3.953  C147 1.417, H161 0.963, H162 1.019
152 H 3.539 -4.368 5.666  C146 1.086
153 H 2.413 -3.071 6.093  C146 1.103
154 H 4.226 -2.888 6.057  C146 1.069
155 H 4.330 -2.924 3.729  C147 1.073
156 H 1.467 -3.979 3.643  C148 1.162
157 H 2.995 -4.764 3.110  C148 1.116
158 H 2.103 -3.768 -0.112  C150 1.096
159 H 1.005 -4.485 1.064  C150 1.058
160 H 2.611 -5.139 0.976  C150 1.061
161 H 2.237 -1.063 4.363  N151 0.963
162 H 2.956 -1.255 2.955  N151 1.019
163 C -2.296 0.538 -6.871  C164 1.509, H169 1.149, H170 1.075, H171 1.126
164 C -3.234 -0.492 -6.291  C163 1.509, C165 1.528, N168 1.470, H172 1.095
165 C -2.622 -1.111 -5.035  C164 1.528, O166 1.426, H173 1.074, H174 1.087
166 O -3.223 -2.345 -4.647  C165 1.426, C167 1.401
167 C -2.480 -2.883 -3.588  O166 1.401, H175 1.090, H176 1.106, H177 1.071
168 N -4.556 0.097 -6.033  C164 1.470, H178 1.016, H179 1.049
169 H -2.125 1.351 -6.077  C163 1.149
170 H -2.796 1.043 -7.678  C163 1.075
171 H -1.395 0.038 -7.326  C163 1.126
172 H -3.454 -1.306 -6.990  C164 1.095
173 H -2.623 -0.377 -4.252  C165 1.074
174 H -1.568 -1.282 -5.240  C165 1.087
175 H -2.623 -2.409 -2.617  C167 1.090
176 H -1.410 -2.945 -3.859  C167 1.106
177 H -2.741 -3.905 -3.402  C167 1.071
178 H -4.576 1.031 -5.634  N168 1.016
179 H -5.215 -0.500 -5.475  N168 1.049

Mulliken population analysis, charges in e, atoms 1 to 8:
1 C 0.2071
2 C -0.5370
3 O -0.5963
4 O -0.5280
5 H -0.1179
6 H 0.3559
7 H 0.3363
8 H 0.3083